# 1
Molecular formula: C23H27N4SSi2W
Method: DFT, wB97M-V/def2-TZVPD

ORCA input file:
```
! RIJCOSX wB97M-V def2-TZVPD def2/J DEFGRID3
* xyz 3 1
W 0.5501 -0.5075 0.1602
N -2.9702 1.3775 2.1653
C -2.1397 0.6416 1.4327
S -0.4153 1.0564 1.5328
N -2.5481 -0.2896 0.6402
N -1.5320 -0.9003 -0.0434
C -1.9279 -1.7825 -0.9617
C -3.2798 -2.2123 -1.1976
C -4.1337 -2.5759 -0.1390
C -5.4039 -3.0351 -0.4138
C -5.8607 -3.0804 -1.7285
C -5.0417 -2.6866 -2.7831
C -3.7499 -2.2797 -2.5271
C -0.8022 -2.3042 -1.7744
C -0.8408 -3.3060 -2.7129
C 0.3414 -3.6666 -3.3675
C 1.5464 -3.0611 -3.0379
C 1.5408 -2.1115 -2.0403
N 0.3862 -1.7363 -1.4470
H -2.6472 2.1206 2.7627
H -3.9666 1.2388 2.0737
H -3.7842 -2.5410 0.8818
H -6.0490 -3.3508 0.3947
H -6.8678 -3.4203 -1.9328
H -5.4159 -2.6965 -3.7974
H -3.1342 -1.9344 -3.3481
H -1.7696 -3.8122 -2.9290
H 0.3158 -4.4361 -4.1296
H 2.4722 -3.3320 -3.5262
H 2.4516 -1.6214 -1.7074
C 0.5420 -1.7660 3.7195
Si 1.4063 -1.8920 2.1162
C 1.2848 -3.5705 1.3277
C 3.0513 -1.1070 1.8738
C 4.1417 -1.7116 2.5052
C 5.4385 -1.2632 2.2951
C 5.6753 -0.2188 1.4104
C 4.6193 0.3766 0.7371
C 3.2887 -0.0133 0.9889
Si 2.3074 1.3050 0.0526
C 2.2042 2.9493 0.8262
C 2.7285 1.2968 -1.7566
H 0.9615 -2.5031 4.4124
H -0.5209 -1.9904 3.6096
H 0.6651 -0.7748 4.1569
H 1.6925 -4.2855 2.0542
H 1.8787 -3.6651 0.4179
H 0.2529 -3.8735 1.1379
H 3.9894 -2.5504 3.1776
H 6.2661 -1.7339 2.8097
H 6.6842 0.1347 1.2412
H 4.8528 1.1885 0.0505
H 3.1842 3.4316 0.7478
H 1.9476 2.8842 1.8837
H 1.4801 3.5818 0.3080
H 3.2423 2.2461 -1.9455
H 1.8657 1.2828 -2.4261
H 3.4055 0.4805 -2.0087
*
```

Results
gap between HOMO and LUMO = 0.2002 hartree
LUMO energy = -11.64 eV
ΔE to the lowest compared entry with this formula, charge and spin = 1.1103 eV
HOMO level = -0.6281 Eh

=====

# 2
Molecular formula: C3H3ClN2O
Method: DFT, wB97M-V/def2-TZVPD

ORCA input file:
```
! RIJCOSX wB97M-V def2-TZVPD def2/J DEFGRID3
* xyz 0 1
N -2.6315 -0.8256 -0.1253
C -1.4664 -0.0683 0.0213
C -1.1562 1.2534 0.0218
N 0.2393 1.3801 -0.0011
C 0.6550 0.1775 -0.0072
Cl 2.2832 -0.3518 -0.0101
O -0.2931 -0.7733 0.0387
H -3.4949 -0.3227 0.0916
H -2.6204 -1.6769 0.4175
H -1.8042 2.1090 0.0228
*
```

Results
gap between HOMO and LUMO = 0.3377 hartree
LUMO energy = 0.72 eV
ΔE to the lowest compared entry with this formula, charge and spin = 0.2971 eV
SMILES string = Nc1cnc(Cl)o1
HOMO level = -0.3111 Eh

=====

# 3
Molecular formula: C5H13NO
Method: DFT, wB97M-V/def2-TZVPD

ORCA input file:
```
! RIJCOSX wB97M-V def2-TZVPD def2/J DEFGRID3
* xyz 0 1
C -1.6349 1.7561 1.0140
N -1.1775 0.4958 0.4188
C -1.0492 0.4082 -1.0186
C -0.0970 -0.8035 -1.2094
C -0.0479 -1.4350 0.1431
C -0.1301 -0.3059 1.1462
H -1.7865 2.4665 0.2152
H -2.5903 1.6040 1.5436
H -0.9723 1.9550 1.8587
H -0.5275 1.2598 -1.4937
H -2.0232 0.2369 -1.4857
H -0.2596 -1.5876 -1.9438
H 0.8765 -0.3529 -1.4303
H -0.8599 -2.1459 0.2993
H 0.8316 -2.0466 0.3590
H 0.7037 0.3788 1.3368
H -0.5508 -0.6466 2.0911
O 3.6935 0.0063 -0.5512
H 3.4401 -0.5703 -1.2587
H 4.1615 -0.6733 -0.0342
*
```

Results
gap between HOMO and LUMO = 0.3112 hartree
LUMO energy = 0.79 eV
ΔE to the lowest compared entry with this formula, charge and spin = 1.7349 eV
SMILES string = CN1CCCC1.O
HOMO level = -0.2821 Eh